Entry 1:
ORCA calculation (ωB97M-V with the def2-TZVPD basis set) on a cluster of 2 separate species, C5H13NO in total in a non-equilibrium geometry.

HOMO (alpha / beta) = -0.5064 / -0.4965 Eh
⟨S²⟩ = 0.760
relative energy (zero: lowest compared OMol25 entry of this formula, charge and spin) = 1.987 eV
gap between HOMO and LUMO (alpha / beta) = 0.3841 / 0.1930 Ha
molar mass = 103.2 g mol⁻¹

```
! RIJCOSX wB97M-V def2-TZVPD def2/J DEFGRID3
* xyz 1 2
C 0.14 0.26 -1.74
C 0.27 -0.06 -0.18
C 0.94 -1.36 0.10
C 2.08 -1.75 -0.51
C 0.37 -2.13 1.29
N -1.21 0.12 -2.07
H 0.44 1.30 -1.94
H 0.69 -0.45 -2.33
H 0.69 0.71 0.46
H -0.76 -0.12 0.17
H 2.63 -2.58 -0.12
H 2.41 -1.17 -1.36
H 1.16 -2.74 1.71
H -0.42 -2.77 0.92
H 0.04 -1.42 2.05
H -1.57 -0.79 -2.35
H -1.88 0.87 -1.97
H -2.15 4.19 2.05
H -1.79 5.41 2.87
O -2.09 4.49 2.96
*
```

These are the natural (NBO) partial charges, in e, on atoms 1 to 5: number 1, C, carries -0.26; number 2, C, carries -0.42; number 3, C, carries 0.04; number 4, C, carries -0.30; number 5, C, carries -0.64

Entry 2:
ORCA calculation (ωB97M-V with the def2-TZVPD basis set) on the ion C5H13NO with charge +1 in a non-equilibrium geometry.

HOMO (alpha / beta) = -0.5470 / -0.5475 Eh
⟨S²⟩ = 0.755
relative energy (zero: lowest compared OMol25 entry of this formula, charge and spin) = 1.534 eV
gap between HOMO and LUMO (alpha / beta) = 0.4312 / 0.2636 Ha
molar mass = 103.2 g mol⁻¹

```
! RIJCOSX wB97M-V def2-TZVPD def2/J DEFGRID3
* xyz 1 2
C -1.93 -0.64 -0.60
N -1.13 -0.39 0.58
C 0.20 0.17 0.87
C 1.09 0.53 -0.42
C 0.46 1.71 -1.13
O 1.31 -0.58 -1.21
C 0.90 -0.95 1.70
H -2.96 -0.77 -0.28
H -1.53 -1.53 -1.10
H -1.87 0.13 -1.36
H -1.23 -1.16 1.25
H 0.08 1.11 1.41
H 2.03 0.84 0.05
H 0.37 2.64 -0.56
H -0.59 1.57 -1.37
H 1.04 1.98 -2.01
H 0.52 -1.07 -1.47
H 0.67 -1.91 1.23
H 1.97 -0.82 1.67
H 0.58 -0.88 2.73
*
```

These are the natural (NBO) partial charges, in e, on atoms 1 to 5: number 1, C, carries -0.47; number 2, N, carries -0.13; number 3, C, carries -0.12; number 4, C, carries 0.12; number 5, C, carries -0.66

Entry 3:
ORCA calculation (ωB97M-V with the def2-TZVPD basis set) on a cluster of 2 separate species, C5H13NO2 in total in a non-equilibrium geometry.

HOMO (alpha / beta) = 0.0248 / -0.1217 Eh
⟨S²⟩ = 0.753
relative energy (zero: lowest compared OMol25 entry of this formula, charge and spin) = 2.479 eV
gap between HOMO and LUMO (alpha / beta) = 0.1128 / 0.2561 Ha
molar mass = 119.2 g mol⁻¹

```
! RIJCOSX wB97M-V def2-TZVPD def2/J DEFGRID3
* xyz -1 2
C -1.92 -0.30 0.30
N -0.79 0.67 0.33
C -0.20 1.05 -0.94
C 0.99 0.10 -1.23
C 2.29 0.88 -1.25
O 2.47 1.97 -0.64
C -1.59 -1.65 0.84
H -2.76 0.21 0.89
H -2.14 -0.38 -0.78
H -0.85 1.46 1.00
H 0.24 2.04 -0.89
H -0.79 0.98 -1.85
H 1.16 -0.75 -0.48
H 0.88 -0.37 -2.18
H 3.14 0.52 -1.90
H -1.84 -1.64 1.90
H -2.14 -2.47 0.33
H -0.50 -1.77 0.97
H 0.93 -0.68 1.47
H 1.87 0.53 1.95
O 1.54 -0.39 2.15
*
```

These are the natural (NBO) partial charges, in e, on atoms 1 to 5: number 1, C, carries -0.22; number 2, N, carries -0.67; number 3, C, carries -0.27; number 4, C, carries -0.50; number 5, C, carries 0.03